# 1
{"formula": "CH14FO6Zr", "method": "the ωB97M-V functional and the def2-TZVPD basis", "e_lumo_ev": -17.1, "gap_ha": 0.11474, "energy_ha": -643.55782, "de_lowest_kj_mol": 0.0, "homo_ev": -20.2027, "total_charge": 3, "elements": ["O", "C", "H", "H", "H", "O", "H", "H", "H", "H", "F", "O", "H", "H", "H", "O", "Zr", "H", "O", "H", "H", "H", "O"], "coordinates": [[-1.1585, -0.5146, 3.5160], [0.1235, -2.0606, -3.1485], [2.0594, -0.4666, 1.8065], [-1.3345, 2.5514, -0.3767], [0.2161, -1.5859, -1.2366], [0.1123, -1.1007, -2.0688], [-1.3356, -0.2891, -1.3266], [-0.4765, 2.9991, 0.8447], [0.9275, -1.8632, -3.8644], [-0.2567, -0.8339, 3.7662], [0.0433, 0.1023, 1.2187], [1.6011, 1.7274, -0.7886], [-2.6249, 0.6402, -1.1733], [3.2313, 0.5332, 1.9535], [-0.8126, -1.8303, -3.6811], [-1.3000, 2.5087, 0.6020], [-2.0029, 0.5279, 1.5879], [1.0914, 1.4386, -0.0290], [2.8898, -0.3159, 2.2720], [-1.7012, -0.5971, 4.3346], [2.4445, 1.2526, -0.7417], [0.1321, -3.0915, -2.8081], [-1.8689, 0.2681, -0.6590]]}

---

# 2
{"formula": "C5H8O4", "method": "the ωB97M-V functional and the def2-TZVPD basis", "e_lumo_ev": 0.2, "gap_ha": 0.38140, "energy_ha": -496.24555, "de_lowest_kj_mol": 149.9, "homo_ev": -10.1580, "smiles": "O=C(O)/C=C\\CC(O)O", "total_charge": 0, "elements": ["H", "C", "O", "H", "O", "H", "C", "H", "H", "O", "H", "H", "H", "O", "C", "C", "C"], "coordinates": [[-1.5613, 1.5783, -1.3319], [-1.0942, 0.5389, -1.4319], [-0.9130, 0.1109, -2.7824], [-1.7511, -0.3866, -2.8151], [0.7437, -1.7467, 1.1056], [0.9753, -2.6886, 1.3579], [0.6857, 0.4939, 1.7412], [-1.6793, -1.1449, -0.6494], [0.8381, 1.2779, -1.3797], [-2.0454, -0.2827, -0.8598], [0.4569, 2.1852, 0.4981], [1.0878, 1.0232, 2.6244], [0.9312, -0.4376, -1.0307], [1.5951, -1.2375, 3.0900], [0.3750, 1.0561, 0.5545], [1.0416, -0.8614, 2.0876], [0.3140, 0.5217, -0.7784]]}

---

# 3
{"formula": "C5H6O2", "method": "the ωB97M-V functional and the def2-TZVPD basis", "e_lumo_ev": 0.9, "gap_ha": 0.35284, "energy_ha": -344.49989, "de_lowest_kj_mol": 267.9, "homo_ev": -8.6567, "smiles": "C=C1OCOC1=C", "total_charge": 0, "elements": ["H", "C", "H", "O", "C", "C", "C", "H", "O", "C", "H", "H", "H"], "coordinates": [[1.9587, -2.2409, 0.0698], [-0.0420, 0.7403, -0.0695], [-0.0970, 2.8303, -0.2371], [-0.6964, -1.4642, -0.3202], [1.6968, -1.2088, -0.0292], [0.5064, -0.7104, -0.1095], [-1.8827, -0.6821, 0.1156], [-2.0707, -0.7637, 1.2138], [-1.3827, 0.7327, -0.1196], [0.6081, 1.9016, -0.0992], [2.5340, -0.6375, 0.2116], [-2.7934, -0.6995, -0.6327], [1.6610, 2.2020, 0.0061]]}

---

# 4
{"formula": "C19H39F3NO5Y", "method": "the ωB97M-V functional and the def2-TZVPD basis", "e_lumo_ev": 0.2, "gap_ha": 0.33833, "energy_ha": -1516.30978, "de_lowest_kj_mol": 39.0, "homo_ev": -8.9648, "total_charge": 0, "elements": ["F", "H", "C", "C", "C", "H", "H", "C", "H", "H", "H", "H", "C", "H", "H", "H", "H", "C", "H", "C", "N", "H", "H", "C", "H", "H", "C", "H", "H", "C", "H", "H", "C", "H", "C", "H", "C", "C", "H", "H", "H", "H", "H", "C", "H", "H", "O", "H", "H", "H", "H", "H", "H", "O", "C", "H", "H", "C", "O", "Y", "F", "C", "F", "O", "H", "H", "C", "O"], "coordinates": [[1.4228, -21.7198, -20.2146], [-2.4636, -13.0550, -21.2902], [3.3934, -16.1401, -21.7016], [1.9467, -13.1446, -16.7424], [3.6070, -16.1511, -20.1845], [4.6707, -16.3269, -20.0105], [3.8548, -14.0424, -21.9062], [-0.1593, -16.7348, -23.0036], [-2.9440, -22.1937, -18.1327], [2.9919, -16.9217, -19.7133], [-3.8664, -13.1281, -20.3030], [5.0246, -17.4161, -22.2078], [1.9374, -17.8026, -23.6974], [2.4208, -12.6251, -20.1144], [0.5908, -15.2940, -24.8723], [3.6220, -18.2634, -21.4774], [1.5172, -18.7208, -23.2914], [-1.3697, -21.1392, -19.2651], [4.0606, -14.8883, -23.4169], [3.9390, -17.5009, -22.1810], [1.9498, -16.0802, -21.9743], [-0.6923, -15.7738, -23.0363], [1.3660, -14.2017, -22.1041], [1.4702, -13.0250, -18.1916], [2.1684, -12.1708, -16.3070], [-2.9263, -14.8281, -22.8195], [-2.8710, -13.5709, -20.4027], [5.2527, -15.0287, -22.1363], [2.8117, -13.8084, -16.6653], [3.4679, -17.8755, -23.5566], [3.9787, -17.2579, -24.3051], [-1.4697, -21.7938, -17.2135], [-2.9780, -15.0732, -20.6596], [-2.0620, -20.7107, -20.0045], [1.5342, -15.4527, -24.3411], [1.6860, -14.4396, -23.9438], [1.6276, -20.3916, -20.1862], [-2.1564, -21.4580, -17.9931], [-3.5872, -16.3734, -22.3065], [-4.5568, -14.8728, -22.1420], [-0.6579, -17.2983, -23.7925], [2.3284, -15.7334, -25.0221], [-0.2588, -19.8200, -20.9602], [2.6100, -12.4855, -19.0476], [1.7769, -17.8837, -24.7788], [3.4140, -15.1838, -19.7092], [0.4904, -18.3319, -19.8317], [-0.9329, -22.0421, -19.7021], [-2.2085, -13.3071, -19.5798], [-3.7946, -15.4089, -19.9849], [3.4994, -13.0796, -18.8124], [-0.4281, -17.1488, -22.0329], [1.1450, -13.6354, -16.1817], [1.0737, -14.2543, -18.6654], [0.3055, -19.6232, -20.0191], [-2.5803, -20.5221, -17.6232], [3.8039, -18.8957, -23.7600], [1.3309, -16.5117, -23.2337], [-1.8089, -15.7517, -20.4455], [0.2728, -16.0643, -19.6930], [2.5027, -20.1367, -19.1844], [4.1809, -15.0025, -22.3394], [2.2439, -20.0521, -21.3414], [1.3501, -14.9133, -21.4453], [0.6606, -12.2754, -18.1643], [2.8314, -11.4326, -18.8619], [-3.5621, -15.3102, -22.0637], [-0.3964, -20.2047, -18.9287]]}

---

# 5
{"formula": "C6H9N2O2", "method": "the ωB97M-V functional and the def2-TZVPD basis", "e_lumo_ev": 3.6, "gap_ha": 0.28908, "energy_ha": -494.05573, "de_lowest_kj_mol": 175.8, "homo_ev": -4.2743, "total_charge": -1, "elements": ["H", "H", "C", "O", "H", "C", "C", "H", "C", "H", "N", "H", "H", "H", "H", "N", "O", "C", "C"], "coordinates": [[0.9922, 0.7394, 3.7778], [2.8559, 1.0366, 3.6645], [-2.1185, 0.9636, -2.0752], [2.8933, 1.5104, 1.2740], [-0.6344, 0.1164, 0.2882], [1.9954, 0.5240, 3.1425], [1.8028, 1.2579, 1.8101], [-1.9163, 1.5531, -2.9140], [-1.2308, -0.1737, -1.8694], [-0.1974, -3.1076, -2.1784], [-1.1907, -1.2987, -2.6101], [-2.1950, 1.6035, -1.2307], [2.0927, -0.5652, 3.0163], [-3.1044, 0.5236, -2.1833], [0.4928, -2.0226, -0.0531], [-0.0493, -1.6448, -0.7222], [0.5718, 1.4899, 1.4294], [-0.4749, -2.1784, -1.9072], [-0.5851, -0.3273, -0.6592]]}